1.
This record from OMol25 describes 2 unconnected molecules or ions with the total composition C2H9ClSi2. The level of theory is ωB97M-V/def2-TZVPD.

## Properties
energy relative to the best compared isomer or geometry (same formula, charge and spin)	91.1	kcal/mol
gap between HOMO and LUMO (alpha / beta)	8.28 / 6.26	eV
spin multiplicity	1
maximum force	2.3	eV/Å
highest occupied orbital energy (alpha / beta)	-8.83 / -7.18	eV
E	-1120.64252	hartree

Structure (XYZ):
```
14
C2H9ClSi2 (ωB97M-V/def2-TZVPD)
Cl 3.344 -0.415 -0.438
Si 2.281 0.906 0.813
Si -1.303 0.168 0.016
C -0.324 0.962 -1.279
C -1.017 -1.723 0.236
H 1.496 0.465 1.903
H 2.494 2.335 0.522
H -0.331 0.474 -2.256
H -1.086 1.258 1.184
H -1.591 -2.209 1.045
H -1.390 -2.248 -0.633
H -2.753 0.106 -0.099
H -0.025 -2.006 0.360
H 0.204 1.927 -1.372
```

2.
This record from OMol25 describes a molecular structure, C21H35FMgP2. The level of theory is ωB97M-V/def2-TZVPD.

## Properties
energy relative to the best compared isomer or geometry (same formula, charge and spin)	219.5	kcal/mol
gap between HOMO and LUMO (alpha / beta)	5.12 / 3.55	eV
spin multiplicity	1
maximum force	3.9	eV/Å
highest occupied orbital energy (alpha / beta)	-5.55 / -4.32	eV
E	-1803.35956	hartree

Structure (XYZ):
```
60
C21H35FMgP2 (ωB97M-V/def2-TZVPD)
P 0.526 2.124 -4.371
P 0.277 -1.740 -5.066
Mg 2.699 1.112 -1.263
F -1.240 3.464 3.379
C -0.945 -2.771 -6.001
C 0.912 3.029 2.457
C -2.352 0.671 -4.774
C 1.058 1.647 0.489
C 1.925 -2.437 -5.321
C -1.642 1.422 -3.838
C -3.205 -0.995 -2.998
C 1.084 0.952 -5.674
C -0.162 -0.474 -2.654
C -0.442 2.725 2.538
C 0.207 -0.245 -6.078
C 1.692 2.430 1.434
C -0.167 3.430 -5.472
C 1.911 3.038 -3.668
C -2.214 -1.904 -3.519
C -3.490 -0.176 -4.337
C -0.995 0.801 -2.555
C 2.235 -0.762 -0.366
C -0.252 1.203 0.698
C -0.781 -1.713 -3.471
C -1.052 1.792 1.708
H -0.336 4.347 -4.895
H 1.939 -2.932 -6.306
H 2.779 2.376 -3.505
H 2.779 2.601 1.440
H -2.066 2.394 -3.545
H -0.382 1.558 -2.042
H 1.383 3.753 3.123
H 2.179 -3.174 -4.544
H 0.009 -0.841 -1.639
H 3.072 -0.870 0.352
H -0.704 0.367 0.145
H 0.890 -0.256 -3.002
H 2.662 -1.618 -5.323
H -1.741 0.630 -1.779
H -1.086 -3.753 -5.513
H 0.603 3.670 -6.213
H -2.338 0.852 -5.854
H 1.614 3.514 -2.719
H -3.747 -0.900 -5.127
H -4.122 -1.511 -2.672
H -0.323 -2.590 -2.945
H -4.409 0.429 -4.216
H 2.169 3.817 -4.403
H 2.109 0.649 -5.396
H 1.086 1.616 -6.554
H 2.006 -1.639 -0.980
H -0.601 -2.930 -7.032
H -1.910 -2.232 -6.028
H -1.098 3.168 -5.993
H 1.354 -0.467 0.241
H -2.588 -2.757 -4.095
H -0.862 -0.003 -6.170
H -2.113 1.543 1.779
H -2.863 -0.408 -2.131
H 0.478 -0.576 -7.096
```

3.
This record from OMol25 describes a molecular structure, C7H19AlF3NO6PS. The level of theory is ωB97M-V/def2-TZVPD.

## Properties
gap between HOMO and LUMO	6.74	eV
net charge	-1
spin multiplicity	1
maximum force	0.9	eV/Å
highest occupied orbital energy	-4.59	eV
E	-2065.97615	hartree

Structure (XYZ):
```
39
C7H19AlF3NO6PS (ωB97M-V/def2-TZVPD)
S 2.421 -1.621 2.477
P 1.616 2.245 -1.113
Al -0.102 2.366 -2.775
F -4.656 3.481 -1.578
F -6.316 2.693 -0.389
F -6.329 2.471 -2.555
O -3.775 0.960 -2.185
O 2.905 1.326 -1.610
O 2.138 -1.382 1.095
O 2.080 -3.143 2.795
O 3.709 -1.308 3.007
O 1.191 1.436 0.274
N 2.145 3.662 -0.715
C -1.386 0.790 -2.602
C 4.110 -4.414 2.228
C 2.650 -4.143 1.924
C -2.467 0.973 -1.561
C -4.814 1.118 -1.287
C 1.175 -0.879 3.466
C -5.514 2.447 -1.471
H 2.505 -3.844 0.886
H -4.482 1.099 -0.253
H -2.445 0.151 -0.847
H -1.804 0.552 -3.572
H 1.596 0.571 0.303
H 1.301 -1.213 4.492
H 0.203 -1.160 3.073
H 1.319 0.197 3.393
H -0.779 -0.066 -2.311
H -5.560 0.338 -1.412
H 2.931 0.476 -1.171
H 1.619 4.367 -1.213
H 2.051 -5.035 2.098
H 4.456 -5.266 1.643
H 0.628 2.291 -4.214
H 4.246 -4.634 3.287
H -2.374 1.921 -1.036
H 4.732 -3.555 1.985
H -0.925 3.730 -2.556
```

4.
This record from OMol25 describes 2 unconnected molecules or ions with the total composition C5H7NO2P. The level of theory is ωB97M-V/def2-TZVPD.

## Properties
energy relative to the best compared isomer or geometry (same formula, charge and spin)	91.5	kcal/mol
gap between HOMO and LUMO (alpha / beta)	6.70 / 6.70	eV
net charge	-1
spin multiplicity	1
maximum force	3.6	eV/Å
highest occupied orbital energy (alpha / beta)	-5.74 / -5.74	eV
E	-741.23414	hartree

Structure (XYZ):
```
16
C5H7NO2P (ωB97M-V/def2-TZVPD)
P 1.442 -0.541 0.066
O 1.960 -0.727 -1.314
O 2.160 0.344 1.038
N -4.147 -0.627 0.037
C -0.094 0.438 -0.201
C -0.376 1.805 0.218
C -0.312 1.499 -1.243
C -2.988 -0.692 0.064
C 0.909 -2.095 0.811
H -1.282 2.243 0.656
H 0.622 1.888 -1.908
H 1.981 -2.442 1.135
H -1.267 1.518 -1.651
H 0.223 -2.304 1.637
H 0.569 2.399 0.641
H 0.602 -2.704 0.013
```

5.
This record from OMol25 describes C5H7NO3 in the gas phase. The level of theory is ωB97M-V/def2-TZVPD.

## Properties
energy relative to the best compared isomer or geometry (same formula, charge and spin)	170.5	kcal/mol
gap between HOMO and LUMO (alpha / beta)	8.10 / 8.79	eV
spin multiplicity	1
maximum force	3.6	eV/Å
highest occupied orbital energy (alpha / beta)	-9.33 / -9.71	eV
E	-474.97727	hartree

Structure (XYZ):
```
16
C5H7NO3 (ωB97M-V/def2-TZVPD)
O 2.378 -1.457 -0.531
O -2.589 -1.792 -0.121
O -1.411 1.631 0.463
N -0.475 -0.934 0.129
C 1.823 -0.204 -0.042
C 0.649 -0.445 0.897
C -2.088 0.608 -0.032
C -1.729 -0.943 0.071
C -1.485 1.592 -0.960
H 2.532 0.322 0.545
H -2.181 2.468 -1.228
H 0.744 -1.158 1.759
H -0.528 1.510 -1.593
H 0.213 0.523 1.383
H 2.510 -1.880 0.310
H 1.637 0.159 -1.049
```

6.
This record from OMol25 describes a molecular structure, C19H23BrNV. The level of theory is ωB97M-V/def2-TZVPD.

## Properties
energy relative to the best compared isomer or geometry (same formula, charge and spin)	34.5	kcal/mol
gap between HOMO and LUMO (alpha / beta)	7.04 / 8.18	eV
net charge	+1
spin multiplicity	2
maximum force	2.7	eV/Å
highest occupied orbital energy (alpha / beta)	-11.61 / -11.84	eV
E	-4310.20959	hartree

Structure (XYZ):
```
45
C19H23BrNV (ωB97M-V/def2-TZVPD)
Br 0.079 -0.451 5.304
V 0.227 -0.443 -0.370
N -0.449 0.721 1.371
C 2.309 -0.481 1.304
C -0.796 -2.274 1.188
C -0.139 -2.709 -0.025
C 2.506 -0.288 -0.989
C -0.426 0.606 3.789
C -1.113 1.806 3.873
C -1.683 0.505 -2.418
C -0.985 -2.293 -1.114
C -1.115 1.892 1.456
C -0.194 0.390 -2.133
C 2.503 1.030 -0.389
C 0.521 -0.551 -3.103
C -1.448 2.452 2.687
C 0.318 1.830 -2.190
C -0.124 0.099 2.535
C 2.346 0.905 0.998
C 2.400 -1.246 0.080
C -2.132 -1.628 -0.536
C -1.996 -1.586 0.860
H -0.878 -2.630 -2.147
H 2.797 -0.544 -2.010
H -2.222 0.897 -1.543
H 0.257 2.364 -1.237
H 0.388 -0.867 2.502
H 1.347 1.879 -2.542
H 2.751 1.954 -0.891
H 2.361 -0.906 2.302
H 0.593 -1.572 -2.727
H -0.260 2.433 -2.923
H -1.384 2.354 0.507
H -1.812 1.189 -3.292
H 1.543 -0.216 -3.286
H -1.364 2.169 4.854
H 0.689 -3.430 -0.089
H 2.629 -2.319 -0.010
H -3.033 -1.341 -1.058
H -1.978 3.388 2.699
H 2.352 1.724 1.720
H -0.518 -2.583 2.189
H -2.727 -1.177 1.570
H -2.117 -0.456 -2.706
H -0.022 -0.593 -4.060
```

7.
This record from OMol25 describes 10 unconnected molecules or ions with the total composition C32H64O12. The level of theory is ωB97M-V/def2-TZVPD.

## Properties
energy relative to the best compared isomer or geometry (same formula, charge and spin)	226.1	kcal/mol
gap between HOMO and LUMO	8.99	eV
spin multiplicity	1
maximum force	13.3	eV/Å
highest occupied orbital energy	-8.87	eV
E	-2160.02955	hartree

Structure (XYZ):
```
108
C32H64O12 (ωB97M-V/def2-TZVPD)
O 0.500 -2.241 -3.320
O 1.609 -3.387 -1.696
O -2.539 -0.804 -7.648
O -1.407 5.055 -2.046
O 3.407 0.582 -2.141
O 4.531 -4.522 3.120
O 1.876 -0.484 1.060
O -2.124 -3.432 1.096
O -3.314 1.270 1.761
O -2.666 0.677 -5.854
O 0.787 -3.255 5.162
O 1.911 4.875 1.210
C -4.206 0.860 -7.719
C 3.859 2.502 -0.572
C -5.537 1.958 0.929
C -1.252 0.908 -3.827
C -1.598 0.083 -5.206
C 1.615 6.110 -1.017
C 0.552 1.428 1.936
C -0.548 -1.529 4.091
C 3.637 -2.538 2.146
C 4.208 1.166 -1.359
C -2.055 4.136 -1.377
C -0.414 -2.733 4.907
C 0.704 6.999 1.307
C -3.050 0.111 -7.113
C 3.841 -3.073 -1.045
C -4.463 1.801 1.999
C 0.766 0.176 0.987
C 4.113 -3.328 3.353
C -1.600 -5.744 1.396
C -0.447 -4.330 -2.397
C 0.657 -3.148 -2.497
C 0.349 -4.012 1.193
C -0.331 -0.232 0.091
C -1.646 -3.584 5.102
C -1.208 -4.330 1.266
C 3.840 -2.875 4.736
C -4.895 2.057 3.424
C 2.534 -2.398 -1.553
C -3.316 3.554 -1.833
C 5.737 0.686 -1.064
C 1.405 5.933 0.551
C -1.449 3.683 -0.141
H -2.571 -5.897 1.000
H -2.038 4.121 0.863
H -2.052 0.733 -3.213
H -1.509 -6.180 2.401
H 4.358 -3.659 -1.707
H -1.787 -0.912 -5.245
H 6.112 0.316 -0.130
H -1.021 1.962 -4.057
H 2.154 7.132 -1.149
H -0.947 -4.161 -3.099
H -1.166 -0.444 0.776
H -5.365 3.119 3.762
H 0.530 -1.356 4.201
H -5.130 1.315 0.124
H 0.076 -1.240 -0.487
H 2.823 -2.332 4.999
H -5.444 2.848 0.557
H 4.527 2.429 0.385
H -3.780 1.349 -8.529
H -4.716 1.441 -6.948
H -0.404 3.977 -0.200
H 0.631 2.239 1.297
H 6.027 -0.172 -1.695
H 3.708 -3.692 5.294
H -0.498 1.480 2.367
H 2.515 -2.320 2.112
H -2.526 -3.065 4.626
H 0.615 -4.099 2.242
H -1.028 -4.168 -1.483
H -1.508 2.632 -0.105
H -4.066 2.218 4.023
H 0.673 6.818 2.359
H 2.195 -1.481 -1.035
H 4.764 -2.535 -0.631
H -3.768 3.072 -0.955
H -0.574 0.205 -3.382
H -1.209 -0.803 4.657
H 1.354 1.518 2.655
H -4.045 4.382 -1.894
H -0.856 -6.424 0.782
H 2.709 -1.913 -2.568
H 3.882 -2.932 1.059
H -5.020 0.375 -8.070
H -5.632 1.393 3.899
H 2.215 5.483 -1.347
H 6.446 1.353 -1.485
H 2.793 2.377 -0.505
H -0.475 7.187 0.940
H -1.554 -3.908 6.228
H 4.139 -1.668 2.311
H 0.477 -3.175 0.651
H -1.426 -4.531 4.537
H 4.676 -2.154 5.132
H -0.813 -1.695 3.115
H -0.629 0.044 -5.856
H 0.632 5.937 -1.433
H -0.381 0.500 -0.696
H 4.132 3.480 -0.955
H 0.992 -4.718 0.856
H 0.082 -5.096 -2.174
H -6.385 1.370 1.017
H -3.061 2.944 -2.694
H 1.255 7.993 1.237
H 3.517 -3.646 -0.138
```

8.
This record from OMol25 describes 11 unconnected molecules or ions with the total composition C35H70FIN3O14S5. The level of theory is ωB97M-V/def2-TZVPD.

## Properties
energy relative to the best compared isomer or geometry (same formula, charge and spin)	14.4	kcal/mol
gap between HOMO and LUMO	5.95	eV
net charge	+1
spin multiplicity	1
maximum force	8.3	eV/Å
highest occupied orbital energy	-10.18	eV
E	-4980.90346	hartree

Structure (XYZ):
```
129
C35H70FIN3O14S5 (ωB97M-V/def2-TZVPD)
I -4.302 0.653 0.633
S 6.075 2.550 1.005
S 2.590 1.866 -4.020
S -3.607 3.072 -4.222
S -1.290 3.060 4.345
S 3.828 -3.647 4.446
F -0.844 -2.605 4.079
O 4.982 -4.509 4.359
O -2.382 2.369 -4.444
O 7.419 2.983 1.209
O 5.460 1.701 2.015
O -0.085 -2.075 -1.123
O 3.645 -2.793 5.595
O -1.238 -4.496 1.530
O 1.440 0.889 0.532
O -0.800 -0.961 -4.938
O -3.801 4.285 -5.036
O -0.683 1.742 3.946
O 1.883 2.683 -3.069
O -2.071 2.978 5.625
O 3.308 0.703 -3.668
N -1.894 -2.070 -3.130
N -0.732 -0.232 0.436
N -1.019 -4.409 -0.802
C 1.733 -3.889 2.895
C 0.507 -2.744 -4.023
C -5.803 1.906 -3.400
C 5.001 3.908 0.710
C 0.224 1.022 0.247
C -0.577 5.491 3.823
C -3.367 -4.349 0.354
C 2.405 -4.460 4.033
C 2.408 -2.492 2.747
C -4.946 1.945 -4.528
C -2.268 3.880 3.004
C -1.897 -5.160 6.387
C -5.565 3.145 -2.613
C -0.320 2.238 -0.384
C -1.488 -3.182 5.034
C -1.797 -4.413 0.415
C 0.034 -5.345 -0.738
C 3.436 2.900 -5.119
C -2.855 -4.528 7.149
C 4.231 3.447 -0.535
C 1.382 1.444 -5.218
C 1.930 1.963 -6.581
C -3.108 -3.133 6.848
C -3.986 3.321 -2.588
C -1.525 5.164 2.674
C -0.710 -1.865 -4.155
C -2.950 -1.072 -3.086
C 3.797 -2.617 2.954
C -2.478 -2.495 5.812
C 3.404 2.229 -6.340
C -1.173 -4.519 5.354
C 5.971 1.953 -0.530
C 5.174 2.774 -1.447
C -0.055 4.279 4.358
C -0.799 -0.541 1.891
H -0.565 -3.419 -0.913
H 2.926 3.775 -5.032
H 0.630 3.689 3.559
H 5.542 0.911 -0.604
H -3.615 -3.386 0.176
H 1.974 -4.398 5.102
H 0.896 -4.838 -0.112
H 1.292 -2.009 -3.615
H -3.339 -1.361 -2.131
H -0.293 -0.956 -0.158
H -1.000 6.105 4.701
H 0.835 -2.047 -1.510
H 3.374 2.971 -0.034
H -2.267 2.964 2.200
H 2.350 -5.472 4.015
H 0.341 6.146 3.511
H 0.395 4.459 5.239
H 4.063 2.829 -7.200
H 3.940 1.270 -6.204
H -1.721 -0.050 0.095
H 0.892 -3.132 -4.979
H 0.317 -0.590 2.129
H 4.529 2.039 -2.124
H 1.396 0.516 -5.327
H 4.359 3.030 -4.696
H -3.580 4.245 -1.965
H -0.594 -5.136 4.580
H 0.266 3.187 -0.141
H 1.461 2.780 -7.061
H -1.317 2.218 -0.173
H 5.505 4.794 0.772
H 3.735 4.274 -1.016
H -1.485 -6.057 6.646
H -3.771 -2.561 7.450
H -3.471 -4.896 -0.468
H 4.328 3.957 1.799
H -2.668 -0.111 -3.324
H -6.744 1.704 -3.635
H -2.159 -3.150 -3.010
H 2.009 -1.707 3.455
H 6.895 1.648 -1.002
H 0.672 -3.937 2.915
H 0.438 1.777 -4.604
H -2.773 -1.458 5.486
H -1.537 -4.524 -1.566
H -0.241 -6.330 -0.265
H 0.317 -5.642 -1.807
H -2.254 5.885 2.414
H -3.352 3.934 3.373
H -3.420 -5.062 7.827
H -1.254 -1.938 -2.249
H -1.047 4.876 1.907
H -4.380 0.984 -4.796
H -3.900 -4.592 1.144
H -0.283 2.109 -1.461
H 4.295 -3.172 2.179
H 0.298 -3.528 -3.183
H -1.534 0.181 2.171
H -3.613 -1.569 -3.872
H -3.648 2.525 -1.987
H -5.500 2.356 -5.408
H 1.665 0.944 -7.203
H -6.200 3.119 -1.639
H -1.271 -1.539 1.957
H 5.593 3.576 -2.043
H -5.541 1.093 -2.828
H 4.638 -1.652 3.013
H 2.306 -1.981 1.778
H -6.001 3.999 -3.109
H 2.012 -4.614 2.153
```

9.
This record from OMol25 describes 7 unconnected molecules or ions with the total composition C21H42O7. The level of theory is ωB97M-V/def2-TZVPD.

## Properties
energy relative to the best compared isomer or geometry (same formula, charge and spin)	60.6	kcal/mol
gap between HOMO and LUMO	9.84	eV
spin multiplicity	1
maximum force	4.9	eV/Å
highest occupied orbital energy	-9.55	eV
E	-1351.91945	hartree

Structure (XYZ):
```
70
C21H42O7 (ωB97M-V/def2-TZVPD)
O -17.411 -2.943 -16.964
O -11.265 -5.363 -21.363
O -12.465 0.098 -20.122
O -16.246 -3.774 -12.149
O -13.165 -6.323 -16.917
O -8.129 0.551 -18.154
O -14.193 -11.278 -17.385
C -18.308 -3.654 -16.529
C -12.792 -2.240 -20.218
C -12.793 -9.378 -18.013
C -14.050 -10.024 -17.321
C -15.183 -5.196 -16.274
C -8.692 -0.532 -18.527
C -10.003 -0.999 -17.852
C -15.186 -5.154 -10.529
C -8.236 -1.374 -19.683
C -13.807 -5.284 -16.866
C -8.976 -4.655 -21.436
C -18.574 -3.702 -15.015
C -12.335 -0.927 -20.751
C -18.829 -4.768 -17.365
C -14.443 -5.221 -12.915
C -11.477 -0.905 -22.021
C -10.274 -4.676 -19.234
C -15.467 -4.695 -11.916
C -13.068 -4.092 -17.359
C -10.267 -5.005 -20.733
C -15.043 -9.184 -16.569
H -9.004 -4.578 -22.523
H -18.856 -4.544 -18.431
H -9.344 -4.133 -19.064
H -10.507 -0.174 -17.350
H -14.615 -6.250 -13.231
H -15.608 -4.368 -9.902
H -11.131 0.112 -22.206
H -17.901 -4.478 -14.650
H -13.866 -2.383 -20.340
H -15.703 -6.096 -10.348
H -19.631 -3.863 -14.805
H -11.907 -10.013 -18.003
H -19.866 -4.975 -17.102
H -14.126 -5.120 -10.276
H -10.761 -1.159 -18.619
H -11.175 -4.126 -18.963
H -13.422 -5.183 -12.535
H -12.180 -3.788 -16.804
H -14.348 -4.606 -13.810
H -12.454 -8.502 -17.461
H -15.235 -4.444 -15.487
H -18.334 -2.706 -14.641
H -8.246 -5.409 -21.144
H -8.591 -3.742 -20.981
H -12.780 -4.462 -18.343
H -15.741 -8.708 -17.257
H -15.976 -5.174 -17.021
H -7.355 -0.890 -20.104
H -15.583 -9.816 -15.864
H -10.766 -1.690 -22.280
H -9.887 -1.949 -17.330
H -10.336 -5.561 -18.602
H -8.974 -1.371 -20.485
H -7.908 -2.319 -19.250
H -12.431 -2.325 -19.193
H -14.562 -8.413 -15.967
H -18.207 -5.658 -17.268
H -13.747 -3.261 -17.550
H -12.269 -3.025 -20.763
H -15.292 -6.214 -15.899
H -12.133 -1.021 -22.884
H -12.831 -8.935 -19.008
```